[1]
Molecular formula: C2H3OS
Method: DFT, wB97M-V/def2-TZVPD

XYZ file:
```
7
Properties=species:S:1:pos:R:3:mulliken_charge:R:1
C -2.32061 0.63900 0.00374 0.5701
C 1.87850 -0.12526 -0.06206 -0.4357
O -2.59669 1.72560 0.38928 -0.4020
S -2.08327 -0.91024 0.03023 -0.2941
H 0.89528 -0.08279 0.50337 -0.1889
H 1.62716 -0.20011 -1.13384 -0.1242
H 2.59962 -1.04620 0.26929 -0.1253
```

Output
* relative energy (zero: lowest compared OMol25 entry of this formula, charge and spin): 319.1 kJ/mol
* gap between HOMO and LUMO: 3.575 eV
* 2S+1: 1
* total charge: -1



[2]
Molecular formula: C2H3P
Method: DFT, wB97M-V/def2-TZVPD

XYZ file:
```
6
Properties=species:S:1:pos:R:3:mulliken_charge:R:1
C -0.22766 -0.60157 -0.75070 -0.1187
C 0.45379 0.66640 -0.51261 -0.4779
P 0.07066 -0.12862 -2.27597 -0.0377
H -1.44965 -2.04167 0.19136 0.1659
H -0.19366 1.48528 -0.35430 0.2248
H 1.41588 0.66487 0.01016 0.2435
```

Output
* relative energy (zero: lowest compared OMol25 entry of this formula, charge and spin): 389.3 kJ/mol
* gap between HOMO and LUMO (alpha / beta): 8.394 / 8.457 eV
* 2S+1: 1



[3]
Molecular formula: C2H3P3
Method: DFT, wB97M-V/def2-TZVPD

XYZ file:
```
8
Properties=species:S:1:pos:R:3:mulliken_charge:R:1
C -0.78984 1.03708 0.38031 -0.2602
C -0.83342 -0.98731 0.29584 -0.1696
P 0.63681 1.77494 0.07899 -0.0489
P 0.64659 -1.65862 0.08544 -0.0758
P 1.98026 0.10479 -0.02305 -0.1704
H -1.67612 1.57979 0.28159 0.3522
H -1.83190 -1.60135 0.34432 0.2755
H 1.86761 -0.24932 -1.44344 0.0973
```

Output
* relative energy (zero: lowest compared OMol25 entry of this formula, charge and spin): 268.9 kJ/mol
* gap between HOMO and LUMO: 9.024 eV
* 2S+1: 1



[4]
Molecular formula: C2H40O20
Method: DFT, wB97M-V/def2-TZVPD

XYZ file:
```
62
Properties=species:S:1:pos:R:3:mulliken_charge:R:1
O 0.29000 11.32000 -1.17900 0.7898
C 0.36200 11.90300 -2.45700 -0.5629
C 1.50400 12.88100 -2.51100 0.0854
O 1.78600 13.27200 -3.85900 -0.2460
H -0.62500 12.22600 -2.63500 0.3166
H 0.64700 11.01500 -3.06600 -0.6067
H 2.50200 12.44000 -2.35000 0.1396
H 1.41300 13.72700 -1.86400 0.3078
O 1.85600 16.11900 -2.49800 -0.6668
H 1.80900 15.22600 -2.75900 0.4032
H 2.48700 16.52400 -3.07400 0.2851
O 3.08900 10.86700 -4.39300 -0.8315
H 3.18900 10.21400 -3.70200 0.3456
H 2.67600 11.67300 -4.11000 0.3017
O 5.09100 12.65800 -1.02800 -0.7100
H 4.20600 12.48100 -0.63500 0.3725
H 4.97400 12.89600 -1.93800 0.4196
O 2.67900 14.54800 -6.06400 -0.6961
H 1.91000 15.14000 -6.21500 0.2716
H 2.52700 14.08300 -5.25200 0.1989
O 2.66200 11.45300 0.06400 -0.7561
H 1.87300 11.47900 -0.55000 -0.0133
H 2.32300 11.96300 0.79100 0.3604
O 2.84100 14.63000 -0.11400 -0.6728
H 2.26800 15.37200 0.15400 0.3416
H 2.67100 14.54200 -1.03800 0.3948
O -2.10500 12.29500 -4.93500 -0.6908
H -2.65100 11.72000 -4.40400 0.4159
H -2.17100 13.17500 -4.55500 0.2548
O -1.65900 14.74500 -1.30600 -0.7666
H -1.35000 14.66300 -2.19700 0.3913
H -0.90700 14.45300 -0.82800 0.3403
O 0.04200 13.53700 0.45500 -0.8691
H 0.16100 12.79000 -0.15800 0.0208
H 0.84500 14.04500 0.41500 0.4242
O -0.70900 14.63600 -3.95300 -0.7511
H 0.02000 14.02800 -3.75500 0.1653
H -0.38600 15.24300 -4.61400 0.2246
O -2.44300 11.15900 -0.56200 -0.8304
H -1.47100 11.37300 -0.75200 0.3805
H -2.78500 12.05200 -0.35100 0.3787
O 1.12500 9.03700 -5.03800 -0.7024
H 0.29500 9.55400 -5.05200 0.3274
H 1.67600 9.78100 -4.94500 0.4810
O -3.46700 10.94800 -3.08900 -0.6729
H -3.10700 10.95600 -2.20200 0.4199
H -4.32500 11.39300 -3.05800 0.2546
O 0.26900 11.58800 -5.58000 -0.7941
H -0.58700 11.98500 -5.34200 0.4887
H 0.89600 12.04800 -4.95500 0.2916
O 4.55600 13.79700 -3.53600 -0.7479
H 4.81700 14.71000 -3.24700 0.2840
H 3.60200 13.66400 -3.54200 0.3456
O -0.04400 10.13100 1.14300 -0.6816
H 0.51600 9.42600 1.37500 0.2966
H 0.07500 10.33100 0.22200 0.0824
O 2.33600 9.22700 -2.21000 -0.7250
H 1.89000 10.08800 -2.28000 0.4207
H 3.26600 9.39200 -2.08500 0.2909
O -0.75500 9.06700 -2.02400 -0.7313
H -1.20300 9.32600 -2.83900 0.2961
H -0.28200 9.89400 -1.76100 0.1151
```

Output
* relative energy (zero: lowest compared OMol25 entry of this formula, charge and spin): 68.3 kJ/mol
* gap between HOMO and LUMO: 8.023 eV
* 2S+1: 1
* total charge: -2